54
Properties=species:S:1:pos:R:3:nbo_charge:R:1 method="wB97M-V/def2-TZVPD" largest_force_ha_per_bohr=0.0154 de_lowest_kj_mol=0.0 energy_ev=-51235.724 spin_multiplicity=3 homo_lumo_gap_ha="0.200 / 0.263" total_charge=-1
Mo 0.72 0.05 -0.34 0.830
C -0.28 -1.83 -1.56 -0.075
C -0.50 -2.10 -0.20 -0.067
C 0.77 -2.19 0.45 -0.077
C 1.78 -2.00 -0.53 -0.120
C 1.13 -1.72 -1.78 -0.049
C 1.82 -1.56 -3.10 -0.638
C 3.26 -2.10 -0.35 -0.619
C 0.98 -2.49 1.90 -0.631
C -1.82 -2.30 0.48 -0.636
C -1.33 -1.70 -2.62 -0.631
H 2.12 -2.53 -3.51 0.202
H 2.72 -0.95 -3.00 0.221
H 1.17 -1.08 -3.82 0.221
H 3.64 -3.04 -0.74 0.206
H 3.53 -2.04 0.71 0.217
H 3.78 -1.29 -0.86 0.227
H 0.99 -3.57 2.09 0.206
H 0.20 -2.04 2.51 0.239
H 1.93 -2.09 2.25 0.216
H -2.06 -3.36 0.55 0.209
H -2.63 -1.80 -0.07 0.226
H -1.81 -1.88 1.48 0.234
H -1.44 -2.65 -3.17 0.204
H -1.08 -0.92 -3.34 0.231
H -2.29 -1.44 -2.20 0.227
S -0.59 0.85 1.74 -0.227
C -2.19 0.97 1.04 -0.164
C -3.29 0.82 1.88 -0.178
C -4.59 0.87 1.40 -0.167
C -5.69 0.71 2.32 0.297
N -6.55 0.59 3.07 -0.347
C -4.81 1.08 0.03 -0.178
C -3.72 1.23 -0.81 -0.184
C -2.41 1.19 -0.34 -0.172
S -1.10 1.46 -1.47 -0.201
C -6.14 1.12 -0.51 0.298
N -7.20 1.15 -0.97 -0.348
H -3.13 0.66 2.94 0.227
H -3.89 1.39 -1.87 0.228
C 2.92 1.86 1.98 -0.614
C 2.66 2.32 0.54 0.070
C 4.00 2.61 -0.15 -0.594
C 1.78 3.57 0.53 -0.609
N 1.98 1.29 -0.20 -0.569
H 3.46 2.63 2.54 0.194
H 3.51 0.94 1.99 0.199
H 1.97 1.67 2.49 0.226
H 4.55 3.40 0.37 0.190
H 3.83 2.92 -1.18 0.209
H 4.62 1.71 -0.16 0.200
H 2.27 4.38 1.08 0.190
H 0.82 3.35 0.99 0.237
H 1.60 3.89 -0.49 0.212